Entry 1:
C24H44B3F12N8 | ωB97M-V with the def2-TZVPD basis set

The geometry in XYZ format:
```
91
Properties=species:S:1:pos:R:3:forces:R:3
C 1.3832 -1.0618 -4.3824 -0.70 0.71 -0.73
C 0.9711 0.0281 -3.3934 0.41 -1.07 0.11
N 1.8871 1.1668 -3.4346 0.13 0.15 -0.16
C 1.7694 2.2905 -4.2151 -0.24 -0.39 -0.26
C 2.7951 3.1115 -3.8990 -0.36 0.34 0.26
N 3.5120 2.4864 -2.9025 0.24 0.04 -0.42
C 2.9666 1.2921 -2.6867 -0.36 0.27 0.77
C 4.6942 2.9875 -2.2192 0.11 -0.09 0.11
H 2.2361 -1.6576 -4.0725 0.02 -0.05 0.04
H 1.5704 -0.6073 -5.3601 0.32 -0.05 0.06
H 0.5058 -1.6767 -4.5875 0.16 -0.33 0.32
H 1.0298 -0.3671 -2.3811 -0.13 0.17 0.05
H -0.0489 0.3877 -3.5322 0.27 0.14 -0.09
H 0.9837 2.3705 -4.9460 -0.10 0.17 0.14
H 2.9587 4.1285 -4.2074 0.30 -0.07 -0.07
H 3.2477 0.6290 -1.8861 0.04 -0.12 -0.12
H 4.4574 3.2183 -1.1820 -0.04 -0.04 0.01
H 5.0613 3.8913 -2.6949 -0.12 -0.02 -0.16
H 5.4691 2.2258 -2.2708 0.08 0.08 0.08
C -4.6877 -5.0382 -3.8162 -0.30 -0.05 -0.69
C -3.2902 -5.3041 -3.2972 -0.41 -0.12 0.80
N -2.7255 -4.1402 -2.5970 0.27 0.22 -1.05
C -1.9347 -3.1741 -3.1917 -0.04 0.01 0.51
C -1.8199 -2.1800 -2.2870 0.22 1.28 -0.62
N -2.5980 -2.4769 -1.2151 0.56 -0.55 0.62
C -3.0892 -3.7002 -1.4012 -0.70 0.05 -0.01
C -2.8510 -1.6232 -0.0592 -0.45 1.24 -0.17
H -4.9960 -5.8679 -4.4560 -0.01 -0.19 0.29
H -4.7509 -4.1809 -4.4891 0.24 0.21 0.27
H -5.4213 -4.9207 -3.0213 0.03 0.03 0.04
H -2.6338 -5.6109 -4.1049 0.28 0.14 0.14
H -3.3191 -6.0788 -2.5292 0.04 -0.29 -0.32
H -1.5731 -3.1756 -4.2029 -0.03 -0.44 -0.03
H -1.3487 -1.2158 -2.3779 -0.04 -0.02 0.13
H -3.7901 -4.1996 -0.7542 0.08 -0.02 0.07
H -2.7342 -0.5682 -0.3281 -0.02 -0.16 -0.54
H -2.1533 -1.7210 0.7681 -0.03 -0.71 -0.06
H -3.9030 -1.7295 0.1949 0.11 -0.25 0.39
C 4.2917 5.7002 2.5145 -0.39 0.13 0.20
C 4.2332 4.5638 1.5083 -0.89 1.04 -0.45
N 3.5214 3.3874 2.0004 0.53 -0.31 -0.26
C 2.2366 3.3639 2.4998 0.68 0.83 0.09
C 1.9918 2.0803 2.8164 -1.14 -0.52 -0.04
N 3.0525 1.3228 2.4075 0.57 0.20 0.54
C 3.9867 2.1484 1.9423 0.00 -0.11 -0.25
C 3.1765 -0.1271 2.5192 0.00 0.22 -0.08
H 3.2876 5.9706 2.8478 -0.03 -0.07 -0.10
H 4.6746 6.5812 2.0012 0.23 -0.02 0.16
H 4.8540 5.4927 3.4232 0.28 -0.11 -0.20
H 5.2064 4.3384 1.0774 0.06 -0.53 0.36
H 3.6224 4.9271 0.6742 0.11 -0.01 -0.04
H 1.6812 4.2854 2.5617 -0.42 -0.27 0.30
H 1.0978 1.6341 3.2172 -0.09 0.13 -0.09
H 4.9388 1.8779 1.5208 0.04 -0.12 0.14
H 3.5643 -0.4807 1.5687 -0.13 -0.31 0.05
H 2.1839 -0.5225 2.6985 -0.02 -0.10 -0.21
H 3.8309 -0.4211 3.3374 0.08 0.18 0.01
C -0.0693 -3.8852 1.7978 0.70 0.19 0.01
C -0.5905 -3.9398 3.2347 1.28 -0.96 -0.24
N -1.5413 -2.9075 3.5800 -1.41 -0.27 -0.56
C -2.8092 -3.1685 4.0706 0.81 -0.34 0.77
C -3.4261 -1.9750 4.2398 0.14 0.07 -0.40
N -2.5998 -1.0386 3.6599 -0.11 1.25 0.35
C -1.4812 -1.6050 3.2785 0.97 -1.05 -0.34
C -2.9362 0.3994 3.4703 -0.21 -0.30 -0.02
H -0.7796 -3.5436 1.0469 -0.18 0.09 0.20
H 0.2940 -4.8581 1.4663 -0.14 -0.12 0.23
H 0.8100 -3.2395 1.7654 -0.22 0.21 -0.27
H 0.2591 -3.9097 3.9231 0.00 0.46 -0.05
H -0.9518 -4.9470 3.4455 -0.91 0.36 0.00
H -3.0358 -4.1950 4.2989 -0.37 0.16 0.31
H -4.3022 -1.6539 4.7733 -0.27 -0.23 -0.28
H -0.6548 -1.2270 2.6916 -0.23 0.69 0.19
H -3.3196 0.7981 4.4049 0.23 0.08 0.08
H -3.7355 0.4461 2.7341 0.10 0.11 -0.12
H -2.0595 0.9391 3.1192 -0.09 0.13 0.06
B -2.7794 1.3708 -2.9645 -0.52 0.40 0.15
F -3.0894 0.0693 -3.4282 -0.03 -0.39 -0.25
F -3.3582 2.3494 -3.7656 0.09 -0.25 0.05
F -3.2487 1.4640 -1.6411 0.35 -0.09 -0.12
F -1.3630 1.4972 -3.0329 -0.08 0.29 0.06
B 0.2488 0.2745 0.3132 -0.63 0.75 -1.44
F -0.5766 0.6019 1.3900 0.34 -0.51 0.24
F 0.9453 -0.9410 0.5548 0.04 0.04 0.32
F -0.5403 0.1086 -0.8597 0.27 -0.43 0.78
F 1.1529 1.3212 0.0257 0.42 -0.41 0.37
B -1.5474 4.2888 3.3553 -0.58 0.03 -0.53
F -1.9524 5.1790 2.3559 0.10 -0.10 0.15
F -0.4653 4.8587 4.0601 0.00 -0.28 0.17
F -2.6458 3.9374 4.1690 0.38 0.20 0.26
F -1.1137 3.0706 2.7493 0.50 -0.24 0.05
```
Forces are in eV/Å.

Results
molar mass: 705.08 g/mol
orbital gap: 9.37 eV
charge: +1

These are the Mulliken partial charges, in e, on atoms 1 to 6: -1.155, 0.709, 0.418, -0.409, -0.472, 0.216

Entry 2:
C5H15N3O | ωB97M-V with the def2-TZVPD basis set

The geometry in XYZ format:
```
24
Properties=species:S:1:pos:R:3:forces:R:3
C -0.4751 -3.0434 -0.3478 0.26 0.10 -0.21
C 0.3389 -1.9794 -1.0795 -0.32 0.12 -0.15
N 1.4564 -1.5846 -0.2363 0.12 0.07 0.16
C -0.5527 -0.7900 -1.5243 0.23 -0.17 -0.13
N -1.3316 -0.1488 -0.4775 -0.05 -0.16 0.22
H -0.8850 -2.6415 0.5795 -0.04 -0.01 0.03
H -1.2911 -3.4011 -0.9735 -0.12 -0.04 0.01
H 0.1726 -3.8796 -0.0938 -0.02 -0.07 0.03
H 0.7689 -2.4220 -1.9879 -0.10 0.02 0.05
H 2.0371 -0.9075 -0.7202 -0.03 0.00 0.09
H 1.1175 -1.1364 0.6118 0.13 0.00 -0.07
H -1.2415 -1.1254 -2.3050 0.05 0.03 -0.06
H 0.0957 -0.0197 -1.9621 -0.01 -0.16 -0.09
H -0.7322 0.0102 0.3300 -0.15 0.07 0.01
H -2.0730 -0.7712 -0.1746 0.01 0.08 0.02
C -0.4237 3.1020 0.4146 -0.16 -0.07 -0.13
N 0.6303 2.9818 1.3983 -0.06 0.50 -0.13
C 1.0094 1.8281 1.9598 0.59 0.44 0.46
O 0.5456 0.7353 1.7285 -0.26 -0.52 -0.09
H -0.0424 3.5899 -0.4836 -0.05 -0.03 0.00
H -0.7839 2.1073 0.1561 -0.03 0.13 -0.04
H -1.2519 3.6901 0.8141 -0.01 -0.04 -0.05
H 1.0821 3.8355 1.6861 0.10 -0.24 0.12
H 1.8296 1.9705 2.6873 -0.07 -0.04 -0.04
```
Forces are in eV/Å.

Results
molar mass: 133.19 g/mol
orbital gap: 9.15 eV
SMILES string: C[C@H](N)CN.CNC=O

These are the natural (NBO) partial charges, in e, on atoms 1 to 6: -0.621, -0.063, -0.844, -0.227, -0.861, 0.200

Entry 3:
C6H15N | ωB97M-V with the def2-TZVPD basis set

The geometry in XYZ format:
```
22
Properties=species:S:1:pos:R:3:forces:R:3
C 2.0193 0.0080 0.6058 0.00 1.29 -2.55
C 1.8743 1.0856 1.6411 -0.22 0.16 0.11
N 1.2824 0.5161 -1.0373 0.19 -0.12 2.19
H 1.3056 -0.3499 -1.5690 -0.17 0.05 -0.13
H 1.7180 1.2587 -1.5971 0.75 -0.31 0.33
H 1.6304 -0.9618 0.8870 -0.38 0.11 -0.41
H 3.0356 -0.0624 0.2146 -0.04 -0.14 0.15
H 1.7683 2.0757 1.1923 -0.01 -0.10 0.02
H 1.0013 0.8992 2.2630 -0.01 0.09 -0.11
H 2.7622 1.1275 2.2825 0.04 -0.11 -0.15
C -1.2818 -1.2484 -0.0587 -0.24 0.01 -0.07
C -2.6704 -1.3768 -0.7075 0.12 -0.09 0.07
C -0.8508 0.1539 0.2488 -0.22 0.61 -0.04
C -0.3312 1.0171 -0.7691 -0.75 -1.30 1.14
H -0.5472 -1.7269 -0.7186 0.02 -0.13 -0.08
H -1.2766 -1.8577 0.8590 0.03 0.12 -0.14
H -1.3269 0.6217 1.1043 0.19 0.08 0.08
H -2.9484 -2.4236 -0.8624 -0.05 0.01 -0.10
H -3.4229 -0.9149 -0.0683 -0.02 0.01 0.03
H -2.6935 -0.8563 -1.6672 -0.03 -0.03 -0.03
H -0.7825 0.9532 -1.7683 0.61 -0.18 -0.34
H -0.2652 2.0619 -0.4748 0.21 -0.02 0.01
```
Forces are in eV/Å.

Results
molar mass: 101.19 g/mol
orbital gap: 6.30 eV

These are the natural (NBO) partial charges, in e, on atoms 1 to 6: -0.132, -0.662, -0.693, 0.384, 0.378, 0.227

Entry 4:
ClCu | ωB97M-V with the def2-TZVPD basis set

The geometry in XYZ format:
```
2
Properties=species:S:1:pos:R:3:forces:R:3
Cu 30.2513 -4.8028 -24.6608 0.00 0.00 0.00
Cl 26.2312 -2.9296 -25.7305 0.00 0.00 0.00
```
Forces are in eV/Å.

Results
molar mass: 99.00 g/mol
orbital gap (alpha / beta): 7.43 / 6.88 eV
multiplicity: 2
expectation value of S²: 0.752
charge: +1

Here is what natural (NBO) gives for the atomic charges, in e: 1.000, 0.000

Entry 5:
C2H4N2OS2 | ωB97M-V with the def2-TZVPD basis set

The geometry in XYZ format:
```
11
Properties=species:S:1:pos:R:3:forces:R:3
O 2.4879 -0.2280 0.0455 -1.46 -1.45 -0.38
N 1.1441 -0.8610 0.1047 0.60 -0.99 -0.87
C 0.1340 -0.0974 -0.1109 0.97 1.26 -0.42
C 0.5039 1.4196 -0.0303 -5.46 0.79 -0.13
S -0.7066 2.6186 -0.0931 2.57 -2.24 -0.12
N -1.1616 -0.6844 -0.4888 0.33 -1.09 0.04
S -2.7504 -0.3047 0.0278 0.42 -0.47 3.04
H 3.0142 -0.9836 -0.3392 -0.93 1.04 0.80
H 1.4827 1.6790 0.2888 0.70 -0.15 -0.03
H -1.2890 -1.6725 -0.9073 1.82 2.29 1.09
H -2.8593 -0.8857 1.5029 0.45 1.02 -3.02
```
Forces are in eV/Å.

Results
molar mass: 136.20 g/mol
orbital gap: 7.50 eV
SMILES string: O/N=C(\C=S)NS

These are the natural (NBO) partial charges, in e, on atoms 1 to 6: -0.592, -0.147, 0.302, -0.288, 0.076, -0.797

Entry 6:
C3H9N3 | ωB97M-V with the def2-TZVPD basis set

The geometry in XYZ format:
```
15
Properties=species:S:1:pos:R:3:forces:R:3
H -0.6698 2.2540 -0.1910 -0.39 -0.26 0.33
N -1.0992 1.6283 0.5049 0.11 0.77 -0.06
C -0.6554 0.4493 0.3795 0.21 -0.85 -0.06
C -1.1033 -0.6204 1.3632 -0.28 0.81 -0.01
N 0.1995 0.0397 -0.6554 -0.35 -0.48 0.51
C 1.0776 -1.1168 -0.4924 -0.43 -0.27 0.04
N 0.7718 1.0325 -1.4391 0.04 0.55 -0.72
H -1.5933 -1.4427 0.8682 -0.13 -0.33 -0.34
H -1.8407 -0.1479 2.0325 0.51 -0.23 -0.18
H -0.2644 -1.0300 1.9214 0.04 0.09 0.14
H 1.8719 -0.9126 0.2288 0.17 -0.09 -0.02
H 0.5330 -2.0193 -0.1791 -0.03 0.49 0.10
H 1.4975 -1.3676 -1.4598 0.18 0.22 -0.07
H 0.0643 1.5021 -2.0130 0.25 -0.42 0.23
H 1.2106 1.7513 -0.8687 0.10 0.01 0.12
```
Forces are in eV/Å.

Results
molar mass: 87.13 g/mol
orbital gap: 9.96 eV
SMILES string: [H]/N=C(/C)N(C)N

These are the natural (NBO) partial charges, in e, on atoms 1 to 6: 0.321, -0.710, 0.437, -0.674, -0.296, -0.412

Asked for energy above the lowest of the compared OMol25 structures with the same formula, charge and spin across the records above, the calculation gives 0.00; 34.05; 458.83; 92.31; 470.71; 131.29 kJ/mol in order.